# 1
This record from the OMol25 dataset describes the ion C3H8N4 with charge +2. The level of theory is ωB97M-V/def2-TZVPD.

Geometry (Å):
1 C 1.203544 0.828192 0.124161
2 C -0.967214 0.669259 -1.018905
3 C -0.874097 -0.869087 0.826010
4 N 2.063888 -1.344826 0.458614
5 N -1.156401 -0.617604 -0.401632
6 N 0.116928 1.387253 -0.402877
7 N 1.348973 -0.392055 0.519861
8 H 1.985535 1.510870 0.477113
9 H -0.797967 0.531338 -2.101576
10 H -1.887144 1.272767 -0.926881
11 H -0.755890 -0.078173 1.555407
12 H -0.978550 -1.886224 1.197973
13 H 2.052487 -2.040374 1.220503
14 H -1.457742 -1.371246 -1.030574
15 H 0.103649 2.399909 -0.497196

Forces on the atoms, in the same order (eV/Å):
C 0.02 2.12 -0.62
C -0.83 0.97 -1.00
C -1.54 -0.34 0.30
N 1.66 -0.73 -1.45
N 0.03 -0.68 0.27
N 0.70 -0.66 0.20
N -0.16 -0.71 1.44
H -0.11 -0.13 -0.06
H 0.08 -0.10 0.41
H 0.26 -0.21 0.03
H 0.15 0.15 -0.15
H 0.05 0.00 -0.15
H -0.60 0.33 0.37
H 0.21 0.06 0.24
H 0.08 -0.08 0.15

Output
net charge: +2
spin multiplicity: 1
energy: -9179.456 eV
SMILES string: C=[NH+]CNC=[N+]=N
frontier orbital gap: 8.7 eV
F_max: 2.3 eV Å⁻¹
HOMO energy: -19.3032 eV

# 2
This record from the OMol25 dataset describes a structure of composition C3H8N4O. The level of theory is ωB97M-V/def2-TZVPD.

Geometry (Å):
1 C 0.639525 0.507966 -0.359750
2 C -0.749606 -0.705143 0.328654
3 C 1.845796 0.400735 0.506517
4 N -1.501851 1.425437 -0.275029
5 N -0.128864 1.627515 -0.298860
6 N -1.829534 0.257241 0.051516
7 N -0.853343 -1.875824 -0.335188
8 O -3.052161 -0.010804 0.399991
9 H 0.954421 0.176536 -1.403861
10 H -0.623032 -0.799990 1.456651
11 H 1.789444 -0.011547 1.573745
12 H 2.466973 1.404154 0.503244
13 H 2.510833 -0.232825 0.074307
14 H -0.047642 2.384251 -0.936073
15 H -0.418525 -2.707762 0.050323
16 H -1.002441 -1.839946 -1.336194

Forces on the atoms, in the same order (eV/Å):
C -0.68 -4.76 0.42
C 3.06 2.78 0.03
C 0.75 2.99 2.47
N -0.01 -0.30 0.20
N -2.55 1.78 0.47
N -1.72 0.84 1.14
N -0.34 -1.55 -0.40
O 1.67 -0.28 -0.82
H -0.82 0.21 0.94
H -0.07 0.11 -1.56
H -0.57 1.05 -1.27
H -1.37 -1.64 0.35
H 1.93 -2.13 -1.50
H 0.83 0.60 -0.54
H -0.29 0.47 -0.28
H 0.17 -0.17 0.36

Output
net charge: 0
spin multiplicity: 1
energy: -11243.374 eV
frontier orbital gap (spin up / spin down): 9.0 / 9.0 eV
F_max: 4.8 eV Å⁻¹
HOMO energy (spin up / spin down): -8.2118 / -8.2108 eV

# 3
This record from the OMol25 dataset describes the molecule C3H8N4O. The level of theory is ωB97M-V/def2-TZVPD.

Geometry (Å):
1 C -0.814847 0.487049 -0.476426
2 C -0.516767 -0.876104 -0.003815
3 C 0.544587 -1.191889 1.339706
4 H 1.625645 0.828054 -2.272527
5 H 0.479505 -0.392126 -2.365982
6 H -1.702314 2.145545 0.096175
7 H -2.603262 0.989760 0.779391
8 H -1.523039 -1.574706 0.307889
9 H -0.104029 -1.435247 -0.923655
10 H 1.613861 0.510950 0.559138
11 H 2.146622 0.012256 2.060135
12 N 0.956793 0.278985 -1.768426
13 N -0.076858 1.218660 -1.143851
14 N -1.714195 1.278171 0.320014
15 N 1.580026 -0.256188 1.292707
16 O 0.108272 -2.023171 2.199527

Forces on the atoms, in the same order (eV/Å):
C -2.65 1.16 5.43
C -1.34 -5.42 0.20
C -3.31 0.79 0.29
H -0.15 0.37 -0.49
H 0.26 0.52 -0.23
H 0.06 7.09 -1.91
H 1.49 -0.29 -0.93
H 2.73 2.36 -0.75
H -0.56 0.45 1.91
H -0.66 -2.02 0.89
H 0.29 -0.56 1.07
N -0.56 1.27 0.98
N 3.58 -1.03 -4.02
N -0.98 -7.87 1.95
N -1.16 -0.13 -1.09
O 2.95 3.32 -3.30

Output
net charge: 0
spin multiplicity: 1
energy: -11245.768 eV
SMILES string: N/N=C(/N)CC(N)=O
frontier orbital gap: 9.5 eV
F_max: 8.2 eV Å⁻¹
HOMO energy: -8.7119 eV

# 4
This record from the OMol25 dataset describes a cluster of 2 separate species, C3H8N4O2 in total. The level of theory is ωB97M-V/def2-TZVPD.

Geometry (Å):
1 C -0.749277 2.050547 1.627456
2 N -0.497270 0.712829 1.087174
3 C 0.813327 0.420175 0.758769
4 N 1.951440 0.642262 0.665590
5 H -0.882805 -0.027904 1.664556
6 H -0.357236 2.785384 0.924916
7 H -0.260980 2.197031 2.595449
8 H -1.826079 2.183403 1.737042
9 C -0.595299 -0.936394 -1.462292
10 N 1.406640 -1.927323 -0.977791
11 O -0.402682 -1.257502 -2.735894
12 O -1.600380 -0.138543 -1.215048
13 N 0.242696 -1.231957 -0.513794
14 H 0.409375 -1.811356 -2.737712
15 H -1.415038 0.251906 -0.230758
16 H 1.590025 -2.658610 -0.295305
17 H 2.173544 -1.253947 -0.892357

Forces on the atoms, in the same order (eV/Å):
C 0.29 0.21 0.23
N -0.30 -0.63 -0.07
C 0.46 1.26 0.41
N -0.36 -0.33 -0.03
H 0.09 0.00 0.02
H -0.09 -0.04 0.06
H -0.05 0.03 -0.10
H 0.10 -0.01 -0.05
C 1.58 0.31 0.11
N -0.27 0.24 -0.11
O -0.43 -0.12 0.15
O -0.22 0.48 1.48
N -0.58 -0.75 -0.15
H -0.12 0.10 0.18
H -0.03 -0.73 -2.05
H 0.01 0.12 -0.17
H -0.07 -0.14 0.10

Output
net charge: 0
spin multiplicity: 1
energy: -13294.343 eV
SMILES string: NN=C(O)O.CNC#N
frontier orbital gap: 9.7 eV
F_max: 2.2 eV Å⁻¹
HOMO energy: -9.0781 eV

# 5
This record from the OMol25 dataset describes the molecule C3H8N4S. The level of theory is ωB97M-V/def2-TZVPD.

Geometry (Å):
1 C 0.682032 -1.382779 0.073794
2 C -0.262245 -0.235036 0.275181
3 C 0.859375 1.034078 -1.556692
4 H 0.316784 -2.294267 0.581888
5 H 1.662160 -1.069628 0.502878
6 H 0.760555 -1.548336 -0.988663
7 H -0.308392 -1.437084 2.490404
8 H -1.646607 -0.670687 2.969974
9 H -2.098436 1.505885 0.300114
10 H 1.578918 0.236477 -1.668459
11 H 1.540788 1.923644 -2.938383
12 N -1.245423 -0.147835 1.141716
13 N -1.245837 -1.161780 2.190486
14 N -0.166896 0.879034 -0.624169
15 N 0.841829 2.106911 -2.241824
16 S -1.268604 2.261403 -0.508246

Forces on the atoms, in the same order (eV/Å):
C 0.29 0.54 1.08
C -2.50 1.44 0.70
C -1.96 0.70 0.77
H 0.16 0.56 -0.32
H -0.41 -0.54 -0.43
H 0.24 -0.33 -0.22
H -0.11 0.25 -0.32
H -0.30 -0.01 0.26
H 0.51 0.65 -0.49
H -0.02 -0.26 0.12
H 0.64 0.79 -0.63
N 2.67 -1.22 -0.07
N -0.08 0.49 -1.11
N 0.48 -0.95 0.39
N 0.43 -0.77 -0.19
S -0.06 -1.35 0.46

Output
net charge: 0
spin multiplicity: 1
energy: -20034.204 eV
SMILES string: [H]/N=C/N(S)/C(C)=N/N
frontier orbital gap: 8.7 eV
F_max: 3.0 eV Å⁻¹
HOMO energy: -8.0266 eV

# 6
This record from the OMol25 dataset describes a structure of composition C3H8N5O. The level of theory is ωB97M-V/def2-TZVPD.

Geometry (Å):
1 C -0.251804 1.157279 -1.664371
2 C -1.474313 1.670373 -0.900642
3 C 0.271501 -0.477120 -0.034524
4 N 0.615387 0.436146 -1.080943
5 N -1.264074 1.666119 0.505785
6 N -0.586147 0.830750 1.063978
7 N 1.423888 -0.978717 0.475252
8 N 1.682461 -1.800395 1.616558
9 O -0.862783 -1.161092 -0.217705
10 H -0.060627 1.571604 -2.620899
11 H -1.736539 2.681174 -1.258535
12 H -2.215217 0.913395 -1.217798
13 H 2.288371 -0.502723 0.274770
14 H 0.845155 -2.502494 1.688657
15 H -0.570817 0.877163 2.073747
16 H 2.592410 -2.243999 1.551100
17 H -0.696852 -2.137463 -0.254430

Forces on the atoms, in the same order (eV/Å):
C -0.11 0.42 2.52
C 1.08 -1.14 -2.13
C 1.99 1.85 -0.41
N -0.07 -1.60 -0.95
N -1.20 1.18 1.71
N 0.14 -1.00 -1.29
N 0.26 -0.49 0.01
N -3.97 -1.01 0.60
O 0.27 -1.93 0.30
H 0.47 0.47 -0.83
H -0.16 -0.58 0.40
H -0.45 0.52 0.64
H -0.42 0.64 -0.65
H 2.62 1.33 0.02
H 0.09 0.56 0.60
H -0.34 -0.25 -0.51
H -0.19 1.02 -0.02

Output
net charge: +1
spin multiplicity: 1
energy: -12727.864 eV
frontier orbital gap: 8.8 eV
F_max: 4.1 eV Å⁻¹
HOMO energy: -13.0523 eV

# 7
This record from the OMol25 dataset describes the ion C3H8NO with charge -1. The level of theory is ωB97M-V/def2-TZVPD.

Geometry (Å):
1 C 0.238605 0.269247 0.869450
2 N 0.270995 -0.665869 -0.256632
3 C -0.451908 -0.090100 -1.495341
4 O -1.314391 0.874921 -1.261753
5 C 1.064556 -0.309806 2.018113
6 H 0.617798 1.198805 0.466114
7 H -0.755269 0.438204 1.254684
8 H -0.326655 -1.444561 0.012429
9 H -0.877232 -1.035279 -1.940665
10 H 0.371735 0.234848 -2.186597
11 H 2.077564 -0.558238 1.687875
12 H 0.613072 -1.273881 2.297603
13 H 1.117139 0.306428 2.919332

Forces on the atoms, in the same order (eV/Å):
C 0.69 -0.62 -0.17
N -0.57 -0.19 0.12
C 0.17 0.28 -0.06
O -0.34 -0.09 0.09
C 0.17 -0.49 -0.25
H 0.14 0.43 0.29
H -0.56 0.36 -0.10
H 0.14 -0.05 0.08
H 0.06 0.06 -0.15
H 0.14 -0.17 0.09
H 0.02 0.17 0.02
H 0.04 0.16 0.10
H -0.09 0.15 -0.08

Output
net charge: -1
spin multiplicity: 1
energy: -6777.637 eV
SMILES string: CCNC[O-]
frontier orbital gap: 6.5 eV
F_max: 0.9 eV Å⁻¹
HOMO energy: -2.2290 eV

# 8
This record from the OMol25 dataset describes a cluster of 2 separate species, C3H8NO in total. The level of theory is ωB97M-V/def2-TZVPD.

Geometry (Å):
1 C -3.100500 -0.105923 0.072133
2 C 1.707287 1.332944 0.015369
3 C 1.323535 -0.958998 -0.177068
4 N 0.918022 0.340822 0.057832
5 O -2.046923 0.474302 -0.090528
6 H -4.142291 0.306970 -0.045482
7 H -3.086498 -1.225254 0.227934
8 H -0.099354 0.381686 0.062471
9 H 2.786531 1.212416 0.040583
10 H 1.469722 2.285258 0.344802
11 H 0.401756 -1.503709 -0.592440
12 H 2.323140 -1.101046 -0.708560
13 H 1.545572 -1.439467 0.792953

Forces on the atoms, in the same order (eV/Å):
C 0.03 -1.39 -0.65
C 0.93 -0.94 1.64
C 0.78 -4.42 -0.31
N 0.33 2.13 -1.08
O -0.66 0.17 0.30
H 1.05 0.36 0.21
H -0.07 0.82 0.17
H -0.69 1.01 0.48
H -0.02 -0.68 -0.77
H -1.45 1.88 -0.10
H 1.89 0.47 0.15
H -1.72 0.50 0.10
H -0.40 0.10 -0.14

Output
net charge: +1
spin multiplicity: 1
energy: -6769.546 eV
frontier orbital gap: 9.2 eV
F_max: 4.5 eV Å⁻¹
HOMO energy: -14.3813 eV

What are the ΔE to the lowest compared entry with this formula, charge and spin values for these records? In order: 2.739, 6.249, 3.856, 2.276, 2.032, 2.000, 0.355, 1.624 eV.